[1]
A 16-piece molecular cluster, C76H195N11O27 overall, computed with wB97M-V/def2-TZVPD.

Output
E = -153628.467 eV
M = 1695.446 g/mol
ΔE to the lowest compared entry with this formula, charge and spin = 3.8 kcal/mol
Lowest unoccupied orbital energy = 0.453 eV
HOMO energy = -8.037 eV
Charge = 0

Atoms and positions in Å:
C: -4.4794 3.5975 -4.0002
O: -3.3410 2.9753 -3.3169
C: -3.7111 2.6129 -1.9633
C: -3.4800 3.7297 -0.8876
N: -4.2282 4.9927 -1.1974
C: -5.6796 4.7879 -0.8735
C: -6.3867 6.2354 -0.9673
O: -6.4534 6.8020 -2.2800
C: -7.3938 6.2039 -3.2007
H: -4.7241 4.6163 -3.6997
H: -5.3668 2.9967 -3.8013
H: -4.1938 3.6276 -5.0518
H: -3.0323 1.8072 -1.6837
H: -4.6995 2.1575 -1.9029
H: -2.4007 3.8732 -0.8346
H: -3.7069 3.3381 0.1040
H: -4.1098 5.3493 -2.1349
H: -5.7294 4.3179 0.1087
H: -6.1281 4.1354 -1.6226
H: -5.7500 6.8713 -0.3523
H: -7.3824 6.2316 -0.5239
H: -6.8854 5.2700 -3.4406
H: -7.5471 6.8479 -4.0666
H: -8.3908 6.0255 -2.7980
C: 4.3595 -4.0665 6.7668
O: 3.2834 -4.9981 6.8393
C: 3.3835 -5.9426 5.7698
C: 3.0416 -5.4278 4.2839
N: 3.1332 -6.4915 3.2928
C: 3.7726 -5.9661 2.0282
C: 2.8025 -5.2110 1.2012
O: 1.5546 -5.9613 1.1633
C: 0.5685 -5.1991 0.5728
H: 4.5385 -3.6572 7.7611
H: 4.1119 -3.2445 6.0951
H: 5.2989 -4.5237 6.4560
H: 2.6371 -6.6695 6.0901
H: 4.3423 -6.4606 5.7902
H: 3.7429 -4.6125 4.1061
H: 2.0726 -4.9429 4.1653
H: 2.1606 -6.6420 3.0659
H: 4.1036 -6.8149 1.4297
H: 4.5978 -5.2841 2.2331
H: 3.1337 -5.1081 0.1678
H: 2.5729 -4.2595 1.6809
H: 0.7974 -5.0702 -0.4851
H: 0.3747 -4.3092 1.1716
H: -0.3455 -5.7767 0.7110
C: 6.0692 -9.1270 0.3598
O: 6.7440 -7.9277 0.6292
C: 6.9570 -7.1543 -0.5048
C: 7.5041 -5.7714 -0.1977
N: 6.6159 -5.1622 0.7907
C: 7.0432 -3.8786 1.3135
C: 6.6419 -2.6550 0.4472
O: 6.8988 -1.5123 1.2226
C: 6.6556 -0.3125 0.5251
H: 6.2759 -9.8647 1.1352
H: 6.3809 -9.6509 -0.5437
H: 5.0030 -8.9079 0.3026
H: 6.0254 -7.0797 -1.0657
H: 7.7465 -7.6039 -1.1071
H: 7.6178 -5.1906 -1.1131
H: 8.4772 -5.8746 0.2822
H: 6.1427 -5.7695 1.4444
H: 8.1020 -3.7184 1.5166
H: 6.4841 -3.7471 2.2400
H: 5.5582 -2.7158 0.3470
H: 7.2011 -2.6515 -0.4885
H: 6.9188 0.4945 1.2089
H: 5.5947 -0.3316 0.2757
H: 7.3105 -0.0495 -0.3056
C: -1.2126 11.0101 4.4666
O: -1.3293 9.5828 4.5083
C: -2.7319 9.1501 4.6090
C: -3.4976 9.3708 3.3102
N: -2.8870 8.6263 2.2343
C: -3.2894 7.2041 2.3351
C: -2.4415 6.4482 1.2710
O: -1.0328 6.2240 1.6765
C: -0.1791 5.6088 0.7235
H: -1.3778 11.5197 3.5174
H: -0.1794 11.2474 4.7203
H: -1.9224 11.5379 5.1034
H: -3.2471 9.7060 5.3923
H: -2.7114 8.1006 4.9028
H: -3.4312 10.4519 3.1877
H: -4.5067 8.9954 3.4799
H: -1.9034 8.7162 2.4453
H: -4.3385 7.0895 2.0624
H: -3.0888 6.7848 3.3210
H: -2.5370 6.9393 0.3026
H: -2.8818 5.4585 1.1493
H: -0.0674 6.0792 -0.2534
H: -0.5466 4.5915 0.5886
H: 0.8528 5.4484 1.0359
C: 8.2036 -2.5953 -4.8398
O: 7.1760 -1.9364 -4.0206
C: 6.5802 -0.8219 -4.7071
C: 5.6595 -0.1897 -3.6451
N: 4.7146 0.7556 -4.1991
C: 3.9833 1.5256 -3.1778
C: 4.7476 2.6469 -2.4603
O: 4.1416 3.1903 -1.2788
C: 2.8698 3.8489 -1.5274
H: 7.8074 -3.1420 -5.6955
H: 8.6501 -3.3521 -4.1949
H: 8.9745 -1.8774 -5.1200
H: 5.9761 -1.1573 -5.5502
H: 7.3055 -0.1327 -5.1395
H: 6.3597 0.1021 -2.8623
H: 5.0364 -1.0131 -3.2959
H: 4.0282 0.3273 -4.8037
H: 3.7250 0.7924 -2.4137
H: 3.0393 1.9267 -3.5467
H: 5.0501 3.4203 -3.1663
H: 5.6639 2.1732 -2.1081
H: 2.9810 4.8399 -1.9676
H: 2.4586 4.1169 -0.5542
H: 2.1471 3.1779 -1.9918
C: -1.8817 1.8374 8.5873
O: -1.5966 1.8831 7.1996
C: -0.7794 0.7504 6.8247
C: -0.4784 0.9439 5.3560
N: -0.1959 -0.3289 4.6336
C: 1.1681 -0.7262 4.9221
C: 1.5976 -1.9232 4.0953
O: 3.0382 -2.1728 4.0847
C: 3.8165 -1.2276 3.3784
H: -2.4216 2.7559 8.8174
H: -1.0107 1.8009 9.2417
H: -2.5614 1.0517 8.9171
H: -1.3460 -0.1598 7.0210
H: 0.0915 0.6829 7.4767
H: 0.2184 1.7808 5.3088
H: -1.4301 1.3314 4.9924
H: -0.1995 -0.1073 3.6482
H: 1.3779 -0.9872 5.9593
H: 1.8153 0.0908 4.6029
H: 1.4423 -1.8511 3.0189
H: 1.0759 -2.7808 4.5199
H: 3.7693 -0.2654 3.8883
H: 3.6889 -1.1249 2.3008
H: 4.8472 -1.5436 3.5388
C: -2.0470 -2.6178 -3.5776
O: -2.5496 -1.3409 -4.0120
C: -1.9434 -0.2289 -3.3849
C: -0.5229 0.0600 -3.9069
N: -0.3215 0.1471 -5.3687
C: -0.5847 1.4817 -5.9207
C: -0.1692 1.5420 -7.4360
O: -0.8505 0.4895 -8.0902
C: -0.5603 0.4310 -9.4639
H: -2.1855 -2.7526 -2.5048
H: -0.9745 -2.6219 -3.7721
H: -2.5817 -3.4470 -4.0408
H: -1.8751 -0.3886 -2.3089
H: -2.5708 0.6400 -3.5833
H: 0.1571 -0.7266 -3.5797
H: -0.1264 0.9927 -3.5060
H: -1.0322 -0.4557 -5.7581
H: -0.0926 2.2062 -5.2719
H: -1.6570 1.6498 -5.8211
H: 0.8968 1.3649 -7.5791
H: -0.4222 2.5147 -7.8578
H: -0.8143 1.3867 -9.9225
H: -1.1155 -0.4032 -9.8928
H: 0.4925 0.1997 -9.6256
C: -5.2425 -1.7426 4.3747
O: -5.2305 -0.9287 3.2253
C: -6.4292 -0.4777 2.6644
C: -6.1732 0.2196 1.3413
N: -7.3428 0.7849 0.7636
C: -7.1213 1.2279 -0.6022
C: -8.3150 1.7799 -1.3447
O: -7.9781 2.3425 -2.6080
C: -9.0436 2.8807 -3.3771
H: -4.2530 -2.0132 4.7432
H: -5.8475 -2.6095 4.1092
H: -5.7941 -1.1973 5.1405
H: -6.9747 0.0883 3.4196
H: -7.0478 -1.3591 2.4953
H: -5.7994 -0.5249 0.6384
H: -5.4248 1.0076 1.4252
H: -8.1345 0.1589 0.8010
H: -6.7648 0.3867 -1.1966
H: -6.2844 1.9225 -0.5286
H: -8.7477 2.5161 -0.6674
H: -9.0810 1.0047 -1.3593
H: -9.8474 2.1592 -3.5237
H: -8.6690 3.1582 -4.3624
H: -9.4326 3.7363 -2.8251
C: -0.1208 -6.2621 -2.9357
O: 1.3012 -6.2758 -3.0517
C: 1.9172 -7.3647 -2.3907
C: 3.4725 -7.2777 -2.5103
N: 3.9123 -7.4607 -3.8864
C: 3.8183 -8.8778 -4.2791
C: 3.8488 -9.0128 -5.7791
O: 2.8233 -8.3108 -6.4062
C: 1.4995 -8.8327 -6.3517
H: -0.3992 -5.2841 -3.3285
H: -0.4669 -6.3801 -1.9089
H: -0.5474 -7.0781 -3.5190
H: 1.6162 -8.3531 -2.7379
H: 1.7029 -7.2511 -1.3281
H: 4.0204 -7.8925 -1.7962
H: 3.7835 -6.2583 -2.2820
H: 3.2820 -7.0101 -4.5343
H: 2.8012 -9.2348 -4.1174
H: 4.5515 -9.5512 -3.8350
H: 3.7699 -10.0763 -6.0048
H: 4.8473 -8.7168 -6.1008
H: 1.4474 -9.8363 -6.7738
H: 0.8335 -8.2165 -6.9557
H: 1.0756 -8.7257 -5.3532
C: -10.1832 7.1865 3.4187
O: -8.9998 6.4140 3.4001
C: -8.7209 5.8218 2.1389
C: -7.8382 4.5294 2.1449
N: -6.6405 4.7722 2.9409
C: -5.8298 3.5715 2.9263
C: -4.6824 3.6228 3.9296
O: -5.2201 3.3910 5.2720
C: -4.2232 3.1681 6.2768
H: -10.1816 8.0105 2.7051
H: -10.2220 7.6524 4.4033
H: -11.0562 6.5911 3.1516
H: -8.3928 6.6374 1.4946
H: -9.6479 5.4152 1.7347
H: -7.6334 4.1637 1.1387
H: -8.3809 3.6721 2.5431
H: -7.0099 5.0010 3.8526
H: -5.4360 3.4199 1.9213
H: -6.3771 2.6935 3.2694
H: -4.2362 4.6173 3.9179
H: -3.8873 2.9223 3.6744
H: -4.7096 3.0284 7.2422
H: -3.5104 3.9889 6.3556
H: -3.6409 2.2675 6.0820
C: 3.6912 -3.2742 -1.9621
O: 3.4987 -2.0879 -1.1357
C: 2.2978 -1.3798 -1.5092
C: 2.0385 -0.2855 -0.4524
N: 0.7744 0.3265 -0.6849
C: 0.4754 1.4382 0.1384
C: 0.3690 1.0735 1.6560
O: -0.8590 0.3770 2.0096
C: -2.0503 1.1570 2.2392
H: 2.7646 -3.8406 -2.0553
H: 4.5107 -3.9310 -1.6702
H: 3.9316 -2.9461 -2.9734
H: 1.4308 -2.0310 -1.6212
H: 2.4598 -0.8492 -2.4474
H: 2.8758 0.4122 -0.4633
H: 2.0187 -0.7330 0.5413
H: 0.1101 -0.4299 -0.6038
H: -0.4426 1.9013 -0.2234
H: 1.1833 2.2604 0.0340
H: 0.4467 1.9451 2.3060
H: 1.1472 0.3349 1.8482
H: -2.7279 1.1254 1.3860
H: -1.8739 2.2156 2.4299
H: -2.6439 0.7499 3.0577
C: -2.2500 -2.5922 2.2589
C: -2.2005 -2.3643 0.7651
O: -0.9746 -1.8259 0.4387
H: -1.4072 -3.1883 2.6087
H: -3.0958 -3.2185 2.5425
H: -2.3107 -1.6520 2.8071
H: -2.9865 -1.6921 0.4209
H: -2.2096 -3.2684 0.1563
H: -0.9456 -1.0797 1.0420
C: -0.0852 6.3457 5.1070
C: -1.1554 5.2386 5.0434
O: -0.9564 4.5895 3.8306
H: 0.9175 6.0912 4.7635
H: -0.0149 6.7906 6.0997
H: -0.3180 7.2694 4.5773
H: -2.1419 5.6620 5.2319
H: -0.9055 4.4540 5.7576
H: -1.2410 5.2257 3.1705
C: 3.0660 4.0492 2.2325
C: 3.7999 2.8340 1.8139
O: 3.6315 1.8234 2.7519
H: 2.0069 3.8462 2.3912
H: 3.1507 4.7623 1.4125
H: 3.5079 4.4931 3.1245
H: 4.8480 3.0199 1.5793
H: 3.3752 2.3812 0.9179
H: 4.2622 2.0220 3.4479
C: 2.2160 -2.8262 -6.7936
C: 2.4760 -2.0776 -5.5241
O: 2.2815 -0.6948 -5.8365
H: 1.1813 -2.6065 -7.0567
H: 2.3246 -3.8945 -6.6063
H: 2.8728 -2.5740 -7.6262
H: 3.4900 -2.2515 -5.1639
H: 1.7511 -2.4253 -4.7881
H: 1.3663 -0.4192 -5.7477
C: 5.8404 -4.7822 -4.6398
C: 6.7386 -5.9341 -5.0028
O: 6.6257 -6.8710 -4.0152
H: 6.1751 -4.3059 -3.7183
H: 4.8428 -5.0785 -4.3158
H: 5.6942 -4.0799 -5.4604
H: 7.7822 -5.6250 -5.0610
H: 6.4887 -6.4173 -5.9474
H: 5.7142 -7.1722 -4.0037

Atoms 1-3, force components in eV/Å:
1.0 -0.7 0.1
-1.7 0.9 0.9
1.1 0.0 0.5


[2]
A 13-piece molecular cluster, C30H79BrF3N25O15S overall, computed with wB97M-V/def2-TZVPD.

Output
E = -189398.078 eV
M = 1199.087 g/mol
Lowest unoccupied orbital energy = 0.173 eV
HOMO energy = -8.504 eV
Charge = 0

Atoms and positions in Å:
N: -4.1758 -1.8154 1.2642
C: -3.0119 -1.9018 0.4103
C: -2.5697 -0.6140 -0.3507
C: -3.2997 0.6623 -0.0267
C: -2.9688 1.8240 -0.9491
C: -1.5937 2.4407 -0.7255
O: -0.5931 1.4361 -0.4644
C: 0.5122 1.5948 -1.3312
C: 1.6427 2.3138 -0.6484
C: 1.8879 1.7228 0.7317
O: 1.4009 2.5718 1.7768
C: 0.1763 2.2139 2.3331
C: 0.3569 1.6668 3.7253
F: 0.6753 0.3293 3.7329
F: 1.3683 2.2882 4.4174
F: -0.7637 1.8102 4.4879
C: -0.0942 2.2739 -2.5954
S: -0.9824 0.8850 -3.4233
C: 0.9309 2.9461 -3.5262
C: 0.6952 2.8123 -5.0248
C: 1.4055 1.6433 -5.6600
Br: 2.1230 2.0665 -7.4031
C: -0.9893 3.2426 -1.8724
C: -1.8440 4.1895 -2.6928
C: -2.0075 5.5224 -2.0222
C: -3.3055 5.8030 -1.4333
O: -2.0171 5.5107 -0.6836
H: -5.0084 -1.5499 0.7741
H: -4.0332 -1.2468 2.0777
H: -3.1837 -2.6556 -0.3366
H: -2.1663 -2.2462 0.9753
H: -2.7122 -0.7785 -1.4049
H: -1.5342 -0.4523 -0.1365
H: -4.3576 0.4614 -0.1345
H: -3.1756 0.9503 1.0099
H: -3.1228 1.5335 -1.9759
H: -3.6892 2.6070 -0.7612
H: -1.6837 3.0352 0.1697
H: 0.8997 0.6210 -1.6018
H: 2.5353 2.1953 -1.2418
H: 1.4939 3.3788 -0.5687
H: 1.4448 0.7404 0.8024
H: 2.9449 1.6067 0.9039
H: -0.4529 3.0912 2.4165
H: -0.3373 1.4665 1.7469
H: 0.0426 0.0421 -3.4216
H: 0.9609 3.9956 -3.2997
H: 1.8871 2.5101 -3.3005
H: 1.1148 3.6973 -5.4792
H: -0.3484 2.8151 -5.2913
H: 2.2461 1.3532 -5.0518
H: 0.7712 0.7843 -5.7744
H: -0.2842 3.8800 -1.3575
H: -1.3806 4.3946 -3.6472
H: -2.8394 3.8178 -2.8724
H: -1.5381 6.3658 -2.4986
H: -3.9134 5.0104 -1.0437
H: -3.5451 6.7587 -1.0072
C: -2.4056 -5.7938 -0.2396
O: -1.8203 -4.7187 -0.2671
N: -1.8902 -6.9034 0.3727
N: -3.6226 -5.9705 -0.8247
H: -2.3600 -7.7953 0.4040
H: -0.9851 -6.8153 0.7939
H: -4.0322 -5.1814 -1.2849
H: -4.1193 -6.8407 -0.8046
C: 1.4834 -2.2043 0.6447
O: 2.0796 -1.1260 0.6143
N: 2.0331 -3.2953 1.2580
N: 0.2700 -2.3934 0.0712
H: 1.5997 -4.1984 1.2772
H: 2.9325 -3.1835 1.6825
H: -0.1440 -1.6062 -0.3904
H: -0.2279 -3.2732 0.0842
C: 0.1028 6.9678 2.5771
O: -0.1378 8.1583 2.3880
N: 0.7640 6.2219 1.6555
N: -0.2935 6.3127 3.7129
H: 0.9660 5.2454 1.7614
H: 1.0527 6.6789 0.8064
H: -0.7924 6.8432 4.3995
H: -0.1149 5.3407 3.8753
C: -4.0827 6.6387 -5.3513
O: -3.5874 5.5424 -5.5341
N: -5.3851 6.7985 -4.9520
N: -3.3763 7.8019 -5.5277
H: -5.8112 7.6902 -4.7938
H: -5.9249 5.9670 -4.8137
H: -2.4228 7.7169 -5.8202
H: -3.7630 8.7133 -5.3809
C: -3.2768 -8.5056 3.2687
O: -3.6341 -8.8967 2.1658
N: -2.2234 -7.6475 3.4140
N: -3.9031 -8.8953 4.4210
H: -1.8911 -7.2952 4.2897
H: -1.7893 -7.3771 2.5528
H: -4.6780 -9.5227 4.3318
H: -3.6267 -8.5854 5.3317
C: 0.2510 -9.4365 -1.9777
O: 0.6174 -9.4211 -0.8161
N: 0.5600 -10.4698 -2.8300
N: -0.4950 -8.4297 -2.5298
H: 0.2647 -10.5050 -3.7862
H: 1.1034 -11.2229 -2.4568
H: -0.7354 -7.6608 -1.9307
H: -0.8134 -8.4177 -3.4827
C: 1.8600 -2.6277 6.9675
O: 2.0028 -3.0282 8.1163
N: 2.1251 -3.4145 5.8842
N: 1.4296 -1.3611 6.6842
H: 2.0176 -3.1053 4.9371
H: 2.4447 -4.3465 6.0619
H: 1.2485 -0.7511 7.4567
H: 1.3064 -1.0117 5.7513
C: -1.4533 -2.8185 10.2481
O: -2.2454 -3.1276 11.1230
N: -1.5595 -1.6283 9.5635
N: -0.4084 -3.6061 9.8666
H: -0.9259 -1.3565 8.8386
H: -2.3148 -1.0215 9.8123
H: -0.3051 -4.4816 10.3393
H: 0.2523 -3.3530 9.1470
C: 4.1261 5.1890 -2.6688
O: 3.1374 4.5899 -2.2723
N: 5.1134 4.5401 -3.3690
N: 4.3468 6.5201 -2.4595
H: 5.9368 4.9949 -3.7108
H: 4.9880 3.5631 -3.5444
H: 3.6635 7.0467 -1.9385
H: 5.1736 6.9871 -2.7742
C: 4.6506 -4.6375 -0.9186
O: 3.9167 -5.3581 -0.2661
N: 5.6986 -5.1401 -1.6525
N: 4.4919 -3.2774 -0.9777
H: 6.3169 -4.5710 -2.1961
H: 5.8396 -6.1308 -1.6267
H: 3.7284 -2.8722 -0.4654
H: 5.0884 -2.6763 -1.5109
C: 0.3264 -6.0105 -5.3597
O: -0.8253 -6.1908 -4.9977
N: 0.6485 -5.1104 -6.3407
N: 1.3765 -6.6945 -4.8106
H: 1.5847 -4.9430 -6.6523
H: -0.1039 -4.5961 -6.7552
H: 1.1577 -7.3556 -4.0885
H: 2.3302 -6.5701 -5.0874
C: 3.5993 8.6451 1.1568
O: 3.2203 8.0423 0.1587
N: 2.7825 8.8525 2.2191
N: 4.8827 9.1235 1.2694
H: 3.0768 9.2920 3.0687
H: 1.8238 8.5357 2.1231
H: 5.5016 8.9694 0.4992
H: 5.2183 9.6116 2.0759

Atoms 1-3, force components in eV/Å:
0.1 -0.7 0.2
-0.2 1.0 -0.5
-0.4 -0.5 0.5